(1)
Density functional theory data (ωB97M-V/def2-TZVPD) for 2 unconnected molecules or ions with the total composition CHBrF2N2O2 in a non-equilibrium geometry.

The calculation puts the HOMO-LUMO gap (spin up / spin down) at 0.329 / 0.207 Ha. As for the relative energy (zero: lowest compared OMol25 entry of this formula, charge and spin): 313.7 kJ/mol. The value obtained for the total energy is -83595.44937 eV. Its spin multiplicity is 1.

CARTESIAN COORDINATES (ANGSTROEM)
C1 0.02143 0.18106 -0.46601
N1 0.73510 0.77648 0.51158
N2 -1.37516 0.01441 -0.33694
O1 -2.01659 -0.57947 -1.15645
O2 -1.86073 0.64015 0.57673
F1 0.16979 0.92218 1.71584
F2 2.09246 0.61710 0.61546
Br1 1.57321 -2.68449 -0.13261
H1 0.66048 0.11258 -1.32761

(2)
Density functional theory data (ωB97M-V/def2-TZVPD) for a single C19H31N7O3 molecule in a non-equilibrium geometry.

The calculation puts the HOMO-LUMO gap at 0.306 Ha. As for the relative energy (zero: lowest compared OMol25 entry of this formula, charge and spin): 19.8 kJ/mol. The value obtained for the total energy is -36776.39201 eV. Its spin multiplicity is 1.

CARTESIAN COORDINATES (ANGSTROEM)
C1 1.64331 -7.33686 4.18243
O1 1.49877 -5.99581 3.79622
C2 0.37935 -5.36923 4.38512
C3 0.30127 -3.93350 3.88305
C4 0.03897 -3.89720 2.37516
N1 0.07123 -2.55572 1.83552
C5 -0.98887 -1.72691 1.98933
N2 -2.08628 -2.21894 2.50391
C6 -3.05451 -1.31577 2.75128
N3 -4.25323 -1.47691 3.25683
O2 -4.75551 -0.23526 3.39585
N4 -3.91005 0.72912 2.99241
C7 -2.83621 0.10329 2.57591
N5 -1.72308 0.59176 1.99335
C8 -0.84877 -0.30578 1.61756
N6 0.28284 0.11801 0.97943
C9 0.52348 1.55083 0.94695
C10 -0.19321 2.22951 -0.21935
C11 0.27794 1.61464 -1.53928
C12 -0.34981 2.21566 -2.82390
C13 -1.72987 2.84488 -2.60209
N7 0.62408 3.08502 -3.47616
C14 0.39346 3.29060 -4.89449
C15 1.63866 3.94229 -5.49927
O3 1.92494 5.17420 -4.88131
C16 2.10326 4.99853 -3.49630
C17 0.86720 4.37074 -2.84746
C18 0.01674 0.10717 -1.46603
C19 0.71079 -0.52263 -0.25250
H1 2.52847 -7.71465 3.67491
H2 0.76999 -7.93213 3.88774
H3 1.77791 -7.42693 5.26766
H4 -0.54025 -5.91310 4.12028
H5 0.47796 -5.38055 5.48179
H6 -0.50357 -3.41353 4.40248
H7 1.24824 -3.43574 4.10149
H8 -0.95174 -4.30414 2.16828
H9 0.79840 -4.48930 1.86170
H10 0.97842 -2.11631 1.79081
H11 1.60599 1.69071 0.85897
H12 0.17792 1.97048 1.89142
H13 -1.26371 2.07943 -0.08502
H14 0.01046 3.29880 -0.18008
H15 1.36032 1.76490 -1.62815
H16 -0.48478 1.38305 -3.52634
H17 -1.68170 3.69175 -1.92461
H18 -2.13611 3.18347 -3.55282
H19 -2.41227 2.10667 -2.19012
H20 0.22073 2.32574 -5.37565
H21 -0.47395 3.94536 -5.08648
H22 1.48786 4.15753 -6.55845
H23 2.49333 3.25881 -5.38094
H24 2.29521 5.99052 -3.08371
H25 2.97359 4.34958 -3.31305
H26 1.05840 4.22852 -1.78471
H27 0.01675 5.06166 -2.97339
H28 -1.05858 -0.07180 -1.39223
H29 0.38444 -0.38600 -2.36730
H30 1.79442 -0.39101 -0.34006
H31 0.48093 -1.58754 -0.22659

(3)
Density functional theory data (ωB97M-V/def2-TZVPD) for a molecular structure, C21H37AlBr14NO2 in a non-equilibrium geometry.

The calculation puts the HOMO-LUMO gap at 0.257 Ha. The total charge is -1. The value obtained for the total energy is -1015153.39778 eV. Its spin multiplicity is 1.

CARTESIAN COORDINATES (ANGSTROEM)
O1 -4.30725 -0.65095 0.63156
C1 -4.16481 -1.36057 -0.38185
O2 -4.38427 -0.71311 -1.65124
C2 -3.71655 -2.89830 -0.34911
Al1 -1.72366 -2.88141 -0.96550
C3 -0.97402 -1.06812 -0.33335
C4 -0.66009 0.03240 -1.35619
C5 -0.15422 1.30959 -0.64270
C6 -0.02950 1.32898 0.85825
N1 -0.26320 0.33030 1.83139
C7 -0.72563 -0.81179 1.13792
H1 -3.70786 -1.10933 -2.25730
H2 -4.36576 -3.56006 -1.00808
H3 -3.71510 -3.18615 0.75145
H4 -0.90243 -4.09378 -0.34240
H5 -1.66780 -3.01816 -2.56539
H6 -0.81610 -0.09535 -2.45572
H7 0.12425 2.23360 -1.23772
H8 0.32000 2.34089 1.31023
H9 -0.95488 -1.70451 1.82463
Br1 -4.58639 0.76873 -4.90967
C8 -5.90311 -0.51116 -5.56462
C9 -6.27794 -1.50762 -4.49607
Br2 -4.88780 -2.85173 -4.26527
H10 -5.48033 -0.97429 -6.45556
H11 -6.76756 0.09107 -5.84843
H12 -7.16860 -2.06729 -4.78765
H13 -6.44428 -1.05187 -3.51964
Br3 3.29038 -1.56912 5.81929
C10 3.67316 -0.93143 4.01657
C11 2.41650 -0.84275 3.18792
Br4 1.84041 -2.60379 2.58651
H14 4.42136 -1.60221 3.59500
H15 4.11394 0.05714 4.15324
H16 2.59820 -0.27610 2.27368
H17 1.57692 -0.39950 3.72197
Br5 2.98302 2.76358 1.95862
C12 4.51006 3.04264 3.13736
C13 5.66119 3.68200 2.40183
Br6 6.59218 2.38661 1.28275
H18 4.75946 2.07393 3.56907
H19 4.14370 3.70281 3.92506
H20 6.41352 4.04236 3.10394
H21 5.35581 4.50109 1.75273
Br7 2.04357 1.75594 -6.22581
C14 0.18311 1.17929 -6.13845
C15 -0.63255 2.09092 -5.25577
Br8 -0.29553 1.73695 -3.36653
H22 0.18711 0.14339 -5.80041
H23 -0.17483 1.21939 -7.16836
H24 -1.69919 1.90480 -5.39341
H25 -0.42831 3.14836 -5.42384
Br9 -10.82879 0.00556 -2.40084
C16 -10.21367 -1.31124 -1.10157
C17 -9.04749 -2.10408 -1.63499
Br10 -9.63307 -3.44854 -2.92054
H26 -11.07313 -1.92951 -0.84475
H27 -9.91498 -0.73032 -0.22794
H28 -8.56738 -2.66764 -0.83389
H29 -8.30157 -1.48887 -2.13648
Br11 4.58357 -7.65324 4.89349
C18 4.61333 -6.56411 6.50950
C19 4.67541 -5.09369 6.17944
Br12 6.46980 -4.56636 5.63060
H30 5.45680 -6.90700 7.10792
H31 3.68398 -6.80173 7.02914
H32 4.46090 -4.49199 7.06362
H33 3.99934 -4.80279 5.37583
Br13 7.86856 6.60818 2.61045
C20 8.23563 7.22224 0.79792
C21 6.97242 7.30024 -0.02334
Br14 6.38884 5.53254 -0.60300
H34 8.98046 6.54669 0.37860
H35 8.67663 8.21280 0.91877
H36 7.14888 7.85621 -0.94536
H37 6.13723 7.75032 0.51252

(4)
Density functional theory data (ωB97M-V/def2-TZVPD) for 2 unconnected molecules or ions with the total composition CH3FIN in a non-equilibrium geometry.

The calculation puts the HOMO-LUMO gap (spin up / spin down) at 0.245 / 0.251 Ha. As for the relative energy (zero: lowest compared OMol25 entry of this formula, charge and spin): 313.7 kJ/mol. The value obtained for the total energy is -13386.01471 eV. Its spin multiplicity is 3.

CARTESIAN COORDINATES (ANGSTROEM)
C1 -1.37957 0.57015 -0.31148
N1 -1.62527 -0.63120 -0.47328
F1 -0.74704 -1.53946 0.05563
I1 3.25721 -0.83200 0.12505
H1 -0.35437 0.92131 0.12722
H2 3.02374 0.29611 1.22905
H3 -2.17470 1.21509 -0.75220

(5)
Density functional theory data (ωB97M-V/def2-TZVPD) for a molecular structure, C37H35CoN6O2S4 in a non-equilibrium geometry.

The calculation puts the HOMO-LUMO gap (spin up / spin down) at 0.161 / 0.162 Ha. The total charge is -1. As for the relative energy (zero: lowest compared OMol25 entry of this formula, charge and spin): 475.5 kJ/mol. The value obtained for the total energy is -132939.26505 eV. Its spin multiplicity is 2.

CARTESIAN COORDINATES (ANGSTROEM)
Co1 -0.07273 1.40847 -0.66341
C1 0.74478 3.68741 4.65222
S1 1.93795 4.03876 3.33568
C2 1.19757 3.28060 1.91108
S2 -0.46598 3.74223 1.62976
N1 2.03596 2.64529 1.18606
N2 1.64022 2.01265 0.03924
C3 2.66034 1.58822 -0.64678
C4 2.42583 0.57603 -1.63092
C5 3.41967 0.00658 -2.42946
C6 3.08943 -1.02720 -3.27781
C7 1.77127 -1.47566 -3.32896
C8 0.83662 -0.84757 -2.52825
N3 1.15153 0.14407 -1.69815
H1 0.86164 4.47263 5.39887
H2 0.95311 2.71565 5.09554
H3 -0.26398 3.71111 4.24924
H4 3.65250 1.94677 -0.39745
H5 4.42955 0.39526 -2.36992
H6 3.84441 -1.48439 -3.90604
H7 1.47270 -2.28045 -3.98707
H8 -0.21336 -1.12676 -2.54604
C9 -4.83196 -4.83175 -1.19902
C10 -4.45158 -3.37100 -1.26378
C11 -5.34398 -2.41655 -1.75357
C12 -4.99757 -1.07085 -1.80349
C13 -3.74535 -0.66753 -1.36063
C14 -2.84503 -1.60218 -0.87300
C15 -3.19781 -2.94622 -0.83299
S3 -3.37885 1.09988 -1.38567
O1 -3.97604 1.56902 -2.66590
O2 -5.03359 1.51370 -0.13490
N4 -1.56779 0.87417 -1.78812
C16 -1.12005 1.51219 -2.89108
C17 -1.52130 1.26224 -4.23452
C18 -0.87386 1.91672 -5.24873
C19 0.16606 2.82422 -4.96753
C20 0.49512 3.02819 -3.64487
N5 -0.12784 2.41758 -2.63156
H9 -5.89918 -4.96350 -1.37965
H10 -4.59924 -5.25542 -0.21974
H11 -4.29123 -5.41619 -1.94865
H12 -6.32461 -2.73510 -2.09813
H13 -5.68638 -0.31634 -2.17020
H14 -1.86725 -1.27533 -0.52815
H15 -2.48656 -3.68064 -0.46028
H16 -2.31461 0.55181 -4.42010
H17 -1.15672 1.72567 -6.27995
H18 0.69446 3.34713 -5.75394
H19 1.28652 3.72370 -3.36978
C21 4.25497 -3.73303 2.44807
C22 4.17019 -2.21794 2.21856
C23 4.49292 -1.92801 0.75239
C24 5.21930 -1.50390 3.08604
C25 2.78032 -1.70867 2.60779
C26 2.34248 -1.83630 3.94034
C27 1.12824 -1.33385 4.36516
C28 0.32821 -0.66457 3.44027
S4 -1.16734 0.18340 3.66143
C29 -1.15206 0.61985 1.97307
N6 -0.14646 0.16202 1.29907
C30 0.72855 -0.55059 2.10890
C31 1.94659 -1.09037 1.69359
C32 -2.06146 1.58937 1.36501
C33 -3.38383 1.55697 1.55591
C34 -4.36200 2.38605 0.75881
C35 -3.61998 3.50330 0.02355
C36 -2.29247 3.53699 -0.16517
C37 -1.32735 2.58358 0.48319
H20 5.26904 -4.09157 2.24084
H21 3.56072 -4.25689 1.78463
H22 4.00305 -3.99647 3.47797
H23 5.48359 -2.32504 0.51341
H24 4.49839 -0.85167 0.55442
H25 3.77246 -2.39623 0.07530
H26 6.22892 -1.79057 2.77093
H27 5.11029 -1.75849 4.14399
H28 5.11909 -0.41937 2.98680
H29 2.97702 -2.33114 4.66771
H30 0.81539 -1.44090 5.39826
H31 2.21554 -0.97868 0.65074
H32 -3.82380 0.77031 2.16801
H33 -5.11957 2.81729 1.42111
H34 -4.25684 4.22408 -0.48245
H35 -1.84488 4.32370 -0.76715